ORCA calculation (ωB97M-V/def2-TZVPD) on one molecule with the formula CH2ClNO2.

Each line ends with the Mulliken spin population.
Geometry (Å):
C -0.73 0.24 0.17  0.34
N 0.93 -0.43 -0.11  0.47
O 1.85 0.34 -0.16  0.72
O 0.95 -1.60 -0.15  0.41
Cl -0.88 1.93 -0.16  0.05
H -1.00 -0.36 -0.72  0.01
H -1.11 -0.12 1.13  0.01

## Properties
Molecular weight = 95.485 g mol⁻¹
Multiplicity = 3
Relative energy (zero: lowest compared OMol25 entry of this formula, charge and spin) = 4.088 eV
Max |F| = 7.68 eV Å⁻¹
Highest occupied orbital energy (spin up / spin down) = -6.60 / -10.45 eV
LUMO (spin up / spin down) = 0.646 / -3.542 eV

***

ORCA calculation (ωB97M-V/def2-TZVPD) on CH2ClNO2S2 as an isolated structure.

Each line ends with the Löwdin charge.
Geometry (Å):
C -1.30 0.98 -1.64  -0.92
N -0.45 0.82 -2.44  0.17
O -3.53 -1.57 0.22  -0.46
O -1.60 -1.62 -1.31  -0.45
S -2.23 1.64 -0.62  0.79
S -2.23 -1.01 -0.15  0.54
Cl -0.97 -2.54 1.48  0.41
H -0.31 1.00 -3.40  0.10
H -1.91 -3.10 0.80  -0.18

## Properties
Molecular weight = 159.619 g mol⁻¹
Relative energy (zero: lowest compared OMol25 entry of this formula, charge and spin) = 1.427 eV
Max |F| = 3.45 eV Å⁻¹
Highest occupied orbital energy = -9.39 eV
LUMO = -0.224 eV

***

ORCA calculation (ωB97M-V/def2-TZVPD) on one molecule with the formula CH2ClNO3S.

Each line ends with the Löwdin charge.
Geometry (Å):
C -2.75 0.79 -0.10  -0.85
N -0.02 -0.26 -0.06  -0.04
O -2.27 1.88 -0.15  0.07
O -1.90 -1.66 1.05  -0.32
O -1.81 -1.50 -1.41  -0.33
S -1.58 -0.92 -0.12  0.56
Cl -4.22 0.06 0.16  0.82
H 0.58 -0.97 0.17  0.03
H 0.02 0.29 -0.89  0.06

## Properties
Molecular weight = 143.551 g mol⁻¹
Relative energy (zero: lowest compared OMol25 entry of this formula, charge and spin) = 1.683 eV
Max |F| = 4.50 eV Å⁻¹
Highest occupied orbital energy = -10.31 eV
Structure (SMILES) = NS(=O)(=O)C(=O)Cl
LUMO = 0.033 eV

***

Which of these has the lowest molecular weight?
CH2ClNO2

***

Among the records above, which one has the lowest molecular weight?
CH2ClNO2

***

Number 2 is which compound?
CH2ClNO2S2

***

Copy entry 1 word for word.
ORCA calculation (ωB97M-V/def2-TZVPD) on one molecule with the formula CH2ClNO2.

Each line ends with the Mulliken spin population.
Geometry (Å):
C -0.73 0.24 0.17  0.34
N 0.93 -0.43 -0.11  0.47
O 1.85 0.34 -0.16  0.72
O 0.95 -1.60 -0.15  0.41
Cl -0.88 1.93 -0.16  0.05
H -1.00 -0.36 -0.72  0.01
H -1.11 -0.12 1.13  0.01

## Properties
Molecular weight = 95.485 g mol⁻¹
Multiplicity = 3
Relative energy (zero: lowest compared OMol25 entry of this formula, charge and spin) = 4.088 eV
Max |F| = 7.68 eV Å⁻¹
Highest occupied orbital energy (spin up / spin down) = -6.60 / -10.45 eV
LUMO (spin up / spin down) = 0.646 / -3.542 eV